{
  "formula": "C24H66N6O30S6",
  "method": "wB97M-V/def2-TZVPD",
  "symbols": ["C", "N", "O", "O", "H", "H", "H", "C", "N", "O", "O", "H", "H", "H", "C", "N", "O", "O", "H", "H", "H", "C", "N", "O", "O", "H", "H", "H", "C", "N", "O", "O", "H", "H", "H", "C", "N", "O", "O", "H", "H", "H", "O", "S", "O", "O", "C", "C", "C", "H", "H", "H", "H", "H", "H", "H", "H", "O", "S", "O", "O", "C", "C", "C", "H", "H", "H", "H", "H", "H", "H", "H", "O", "S", "O", "O", "C", "C", "C", "H", "H", "H", "H", "H", "H", "H", "H", "O", "S", "O", "O", "C", "C", "C", "H", "H", "H", "H", "H", "H", "H", "H", "O", "S", "O", "O", "C", "C", "C", "H", "H", "H", "H", "H", "H", "H", "H", "O", "S", "O", "O", "C", "C", "C", "H", "H", "H", "H", "H", "H", "H", "H"],
  "positions_angstrom": [[1.705, -0.636, 3.590], [0.902, -0.654, 2.287], [-0.254, -0.993, 2.296], [1.474, -0.284, 1.293], [2.458, 0.151, 3.559], [2.121, -1.611, 3.847], [0.910, -0.410, 4.300], [-2.805, -2.193, -2.599], [-3.135, -0.699, -2.328], [-2.390, -0.150, -1.520], [-4.111, -0.257, -2.912], [-1.815, -2.454, -2.225], [-2.848, -2.343, -3.678], [-3.684, -2.627, -2.122], [1.563, 2.359, -0.314], [2.264, 3.651, 0.113], [2.338, 3.933, 1.293], [2.863, 4.303, -0.720], [0.505, 2.481, -0.081], [1.995, 1.586, 0.321], [1.604, 2.306, -1.402], [-0.232, -0.026, -0.162], [0.122, -1.394, -0.670], [0.600, -2.214, 0.089], [-0.172, -1.636, -1.827], [-0.574, -0.081, 0.872], [-0.997, 0.450, -0.775], [0.636, 0.630, -0.226], [0.698, -1.167, -4.100], [-0.664, -0.607, -4.439], [-1.651, -1.225, -4.124], [-0.788, 0.510, -4.975], [0.571, -1.477, -3.062], [1.417, -0.351, -4.183], [0.930, -2.000, -4.763], [0.599, -4.183, -1.328], [1.655, -3.247, -1.889], [2.731, -3.157, -1.290], [1.404, -2.628, -2.925], [0.958, -5.192, -1.126], [-0.300, -4.106, -1.939], [0.315, -3.864, -0.325], [2.233, 0.196, -3.760], [3.226, 0.566, -2.720], [2.928, 1.666, -1.809], [3.417, -0.777, -1.822], [3.841, -0.656, -0.473], [2.730, -0.984, 0.394], [4.954, 0.706, -3.492], [4.092, 0.352, -0.144], [4.631, -1.374, -0.256], [1.938, -0.241, 0.298], [2.979, -1.179, 1.437], [2.271, -1.893, 0.005], [5.137, -0.257, -3.968], [5.739, 0.747, -2.737], [4.887, 1.607, -4.102], [0.869, 1.026, 4.688], [-0.337, 1.774, 4.902], [-0.558, 2.691, 6.019], [-0.778, 2.540, 3.536], [-0.727, 1.784, 2.298], [0.714, 2.081, 1.734], [-1.690, 0.514, 4.936], [-1.493, 2.130, 1.604], [-0.788, 0.727, 2.557], [0.878, 1.471, 0.846], [1.505, 1.769, 2.415], [0.792, 3.132, 1.452], [-2.611, 0.939, 4.535], [-1.797, 0.320, 6.003], [-1.397, -0.443, 4.504], [-1.367, 5.125, -2.851], [-0.123, 4.335, -2.975], [0.862, 4.235, -1.851], [-0.465, 2.842, -3.593], [0.469, 1.847, -3.363], [-0.124, 0.880, -2.295], [0.838, 4.810, -4.422], [1.499, 2.166, -3.204], [0.550, 1.413, -4.360], [-0.184, 1.505, -1.404], [0.528, 0.008, -2.273], [-1.107, 0.626, -2.691], [0.813, 5.900, -4.425], [0.284, 4.475, -5.298], [1.867, 4.459, -4.340], [-1.917, 4.277, 2.368], [-0.910, 4.681, 1.384], [0.525, 4.786, 1.686], [-1.002, 3.563, 0.140], [-2.315, 3.121, -0.254], [-2.260, 1.746, -1.005], [-1.483, 6.207, 0.516], [-2.820, 3.806, -0.935], [-3.034, 3.016, 0.559], [-3.257, 1.314, -1.095], [-1.572, 1.030, -0.556], [-1.914, 1.942, -2.020], [-1.472, 7.045, 1.213], [-2.460, 5.927, 0.122], [-0.729, 6.316, -0.263], [-3.839, 0.846, 2.469], [-3.315, 0.156, 1.317], [-2.022, 0.530, 0.757], [-3.412, -1.479, 1.646], [-2.466, -2.215, 0.848], [-2.206, -3.417, 1.731], [-4.685, 0.257, 0.015], [-1.530, -1.674, 0.708], [-2.917, -2.472, -0.111], [-1.644, -3.190, 2.637], [-1.618, -4.117, 1.138], [-3.131, -3.944, 1.965], [-4.685, 1.216, -0.504], [-5.578, 0.053, 0.607], [-4.566, -0.521, -0.739], [-0.176, -2.495, 4.142], [0.754, -3.216, 3.272], [2.196, -2.868, 3.195], [0.585, -4.839, 3.773], [1.420, -5.734, 3.106], [1.448, -7.014, 3.872], [-0.065, -3.319, 1.598], [2.398, -5.306, 2.885], [0.954, -5.944, 2.143], [2.127, -6.865, 4.711], [1.813, -7.901, 3.354], [0.505, -7.274, 4.353], [-0.050, -2.312, 1.180], [-1.024, -3.805, 1.776], [0.504, -3.971, 0.936]],
  "mulliken_charge": [-1.77, 0.35, 0.34, -0.05, 0.36, 0.84, 0.92, -1.34, 0.03, 0.09, -0.66, 0.22, 0.38, 0.47, -1.69, 1.59, -0.71, -0.79, 0.15, 0.37, 0.47, -0.92, 1.48, 0.25, -0.31, 0.91, -0.96, 1.17, -1.34, 1.37, -0.64, -0.69, 0.72, 0.45, 0.44, -0.57, 1.22, -0.64, -0.42, 0.37, 0.42, -0.04, -0.76, 0.77, -0.85, -0.19, -1.36, 0.42, -1.12, 0.38, 0.54, 0.85, 0.45, -0.53, 0.39, 0.37, 0.40, -0.64, 1.06, -0.75, -0.54, -0.20, 0.79, -0.61, -0.28, 0.31, 0.37, 0.45, -0.76, 0.21, 0.54, 0.08, -0.68, 1.20, -0.49, -0.73, -3.69, 0.04, -1.19, 1.46, 1.50, 0.53, 0.00, 0.55, 0.47, 0.39, 0.30, -0.67, 1.67, -0.65, -0.03, -3.41, 1.09, -0.92, 0.61, 0.45, 0.07, -0.07, 0.88, 0.44, 0.33, 0.27, -0.82, 1.59, -1.09, -0.65, 1.09, -2.50, -1.08, -0.07, 0.15, 0.48, 0.26, 0.62, 0.38, 0.64, 0.32, -0.72, 1.82, -0.74, -0.45, 0.21, -1.51, -1.80, 0.31, 0.05, 0.35, 0.40, 0.32, -0.42, 0.00, 1.51],
  "total_energy_ev": -161261.3376,
  "e_above_lowest_kj_mol": 5367.5,
  "fmax_ev_per_a": 14.5,
  "homo_lumo_gap_ev": 7.09,
  "homo_energy_ev": -8.08,
  "lumo_ev": -0.99
}